P | {
  "formula": "C51H43MnN5O3S",
  "method": "ωB97M-V/def2-TZVPD",
  "species": ["Mn", "O", "C", "C", "C", "C", "C", "C", "C", "C", "C", "O", "C", "C", "C", "C", "C", "C", "C", "C", "C", "C", "C", "C", "N", "C", "C", "C", "C", "C", "C", "C", "C", "C", "C", "C", "C", "H", "H", "H", "H", "H", "H", "H", "H", "H", "H", "H", "H", "H", "H", "H", "H", "H", "H", "H", "H", "H", "H", "H", "H", "H", "H", "H", "N", "C", "C", "N", "C", "C", "N", "C", "C", "N", "H", "H", "H", "H", "H", "H", "O", "S", "C", "C", "C", "C", "C", "C", "C", "C", "C", "C", "C", "C", "H", "H", "H", "H", "H", "H", "H", "H", "H", "H"],
  "positions_angstrom": [[-0.1640, -0.0246, 0.0324], [-0.6193, -0.0390, 1.6831], [-1.4599, 0.7183, 2.5715], [-2.0892, 1.8526, 1.7563], [-1.0766, 2.6686, 1.0155], [-0.9904, 4.0212, 1.3010], [-0.0742, 4.8144, 0.6365], [0.7521, 4.2059, -0.2853], [0.6450, 2.8441, -0.5141], [1.6773, 2.1807, -1.3697], [2.4536, 1.1688, -0.5136], [1.5578, 0.0922, -0.1474], [2.9644, 1.8990, 0.7213], [2.3822, 1.7576, 1.9686], [2.8053, 2.5525, 3.0284], [3.8167, 3.4804, 2.8478], [4.4219, 3.6062, 1.6021], [3.9986, 2.8189, 0.5458], [3.6146, 0.5017, -1.2360], [3.9658, 0.7866, -2.5497], [5.0510, 0.1498, -3.1420], [5.7922, -0.7734, -2.4227], [5.4526, -1.0515, -1.1040], [4.3771, -0.4117, -0.5129], [-0.2776, 2.0772, 0.1008], [-0.6124, 1.1973, 3.7517], [-0.9822, 2.3295, 4.4750], [-0.3117, 2.6765, 5.6387], [0.7269, 1.8868, 6.1080], [1.0918, 0.7518, 5.3990], [0.4269, 0.4116, 4.2317], [-2.5054, -0.2342, 3.1436], [-2.1944, -1.5792, 3.3173], [-3.1252, -2.4495, 3.8626], [-4.3738, -1.9842, 4.2508], [-4.6824, -0.6412, 4.0943], [-3.7521, 0.2311, 3.5445], [-2.8099, 1.4294, 1.0599], [-2.6527, 2.5194, 2.4001], [-1.6481, 4.4365, 2.0506], [0.0077, 5.8713, 0.8503], [1.5160, 4.7622, -0.8088], [1.2276, 1.7002, -2.2328], [2.3615, 2.9408, -1.7412], [1.5975, 1.0318, 2.1223], [2.3361, 2.4411, 3.9970], [4.1441, 4.0965, 3.6746], [5.2263, 4.3147, 1.4559], [4.4830, 2.9146, -0.4197], [3.4090, 1.5143, -3.1278], [5.3235, 0.3886, -4.1615], [6.6428, -1.2606, -2.8800], [6.0428, -1.7533, -0.5286], [4.1328, -0.6052, 0.5256], [-1.8153, 2.9427, 4.1618], [-0.6130, 3.5587, 6.1876], [1.2431, 2.1505, 7.0211], [1.9010, 0.1278, 5.7567], [0.7221, -0.4795, 3.6919], [-1.2259, -1.9496, 3.0090], [-2.8742, -3.4943, 3.9921], [-5.0986, -2.6622, 4.6805], [-5.6477, -0.2654, 4.4062], [-4.0204, 1.2749, 3.4365], [-1.1652, -0.3705, -4.0008], [0.1910, -0.4558, -4.2291], [0.7872, -0.3958, -3.0105], [-0.1846, -0.2584, -2.0457], [-1.3442, -0.2698, -2.6775], [-2.4906, -0.3378, -1.8151], [-2.2198, -0.3399, -0.5212], [-3.4049, -0.6495, 0.1073], [-4.3835, -0.7964, -0.8236], [-3.7862, -0.5927, -2.0446], [-1.8804, -0.3948, -4.7101], [0.5976, -0.5670, -5.2183], [1.8307, -0.4773, -2.7617], [-3.4838, -0.7712, 1.1717], [-5.4279, -1.0335, -0.7283], [-4.2411, -0.6714, -2.9397], [0.0300, -1.9895, 0.1185], [1.2510, -2.7567, -0.4364], [0.6018, -4.4003, -0.6147], [-0.2133, -4.9525, 0.3652], [-0.6704, -6.2457, 0.1909], [-0.3061, -6.9705, -0.9406], [0.5078, -6.4060, -1.9092], [0.9652, -5.1037, -1.7521], [2.3332, -2.9723, 0.9527], [1.9525, -2.5149, 2.1996], [2.8242, -2.6855, 3.2662], [4.0460, -3.3129, 3.0690], [4.4086, -3.7711, 1.8071], [3.5528, -3.5955, 0.7313], [-0.4860, -4.3741, 1.2388], [-1.3077, -6.6986, 0.9383], [-0.6626, -7.9843, -1.0637], [0.7849, -6.9726, -2.7874], [1.5939, -4.6435, -2.5048], [0.9926, -2.0258, 2.3117], [2.5485, -2.3345, 4.2520], [4.7218, -3.4484, 3.9024], [5.3609, -4.2628, 1.6617], [3.8339, -3.9340, -0.2589]],
  "mulliken_charge": [-0.52, 0.64, 2.86, -1.83, -0.16, -1.01, -1.15, -0.90, -0.27, -1.61, 1.75, 1.81, 0.15, 0.89, -0.45, -0.99, -1.00, -0.77, -0.01, -0.16, -1.05, -0.84, -0.69, -0.28, 0.35, 1.17, -0.60, -0.86, -0.85, -0.50, 0.12, -1.57, 0.69, -1.24, -0.62, -1.14, -0.13, 0.61, 1.44, 0.52, 0.48, 0.54, 0.64, 1.04, -0.43, 0.27, 0.48, 0.47, 0.44, 0.43, 0.49, 0.47, 0.56, 0.49, 0.38, 0.48, 0.44, 0.42, -0.30, 0.43, 0.48, 0.44, 0.48, 0.40, -0.05, -1.24, -0.68, 1.04, -0.27, -0.19, 0.85, -0.25, -1.08, -0.04, 0.20, 0.48, 0.76, 0.39, 0.45, 0.18, -0.36, 0.27, 0.52, -0.36, -0.84, -0.47, -0.96, -0.19, 0.62, 0.08, -0.65, -0.74, -0.80, -0.60, 0.42, 0.44, 0.43, 0.45, 0.52, -0.17, 0.54, 0.45, 0.49, 0.54],
  "lumo_energy_ev": [-7.2, -6.2],
  "s2": 0.790,
  "homo_energy_ha": [-0.484, -0.484],
  "charge": 2,
  "spin_multiplicity": 2
}

Q | {
  "formula": "C51H43MnN5O3S",
  "method": "ωB97M-V/def2-TZVPD",
  "species": ["Mn", "O", "C", "C", "C", "C", "C", "C", "C", "C", "C", "O", "C", "C", "C", "C", "C", "C", "C", "C", "C", "C", "C", "C", "N", "C", "C", "C", "C", "C", "C", "C", "C", "C", "C", "C", "C", "H", "H", "H", "H", "H", "H", "H", "H", "H", "H", "H", "H", "H", "H", "H", "H", "H", "H", "H", "H", "H", "H", "H", "H", "H", "H", "H", "N", "C", "C", "N", "C", "C", "N", "C", "C", "N", "H", "H", "H", "H", "H", "H", "O", "S", "C", "C", "C", "C", "C", "C", "C", "C", "C", "C", "C", "C", "H", "H", "H", "H", "H", "H", "H", "H", "H", "H"],
  "positions_angstrom": [[0.0233, -0.5305, 0.9079], [-1.2194, -1.3367, 0.1362], [-2.0054, -2.4244, -0.1809], [-1.4427, -3.6822, 0.5543], [-0.0097, -3.9509, 0.2293], [0.3887, -5.1144, -0.4190], [1.7329, -5.3161, -0.6773], [2.6411, -4.3641, -0.2521], [2.1762, -3.2342, 0.4133], [3.1407, -2.2073, 0.9248], [2.8721, -0.8336, 0.2399], [1.6423, -0.4000, 0.6429], [3.9234, 0.2243, 0.6087], [4.8439, 0.0656, 1.6357], [5.7671, 1.0650, 1.9019], [5.7820, 2.2244, 1.1481], [4.8494, 2.3969, 0.1395], [3.9164, 1.4084, -0.1211], [2.8709, -1.0794, -1.2840], [4.0545, -1.3889, -1.9453], [4.0344, -1.6843, -3.2989], [2.8398, -1.6844, -3.9999], [1.6609, -1.3674, -3.3484], [1.6816, -1.0621, -1.9988], [0.8740, -3.0319, 0.6268], [-3.4165, -2.2418, 0.3958], [-4.5590, -2.4755, -0.3522], [-5.8031, -2.3742, 0.2509], [-5.9126, -2.0128, 1.5823], [-4.7700, -1.7712, 2.3266], [-3.5272, -1.9045, 1.7384], [-2.0350, -2.5077, -1.7066], [-1.9691, -3.6996, -2.4113], [-1.9868, -3.6886, -3.7973], [-2.0929, -2.4936, -4.4870], [-2.1883, -1.3001, -3.7891], [-2.1493, -1.3081, -2.4063], [-2.0776, -4.5385, 0.3374], [-1.5033, -3.4549, 1.6226], [-0.3348, -5.8652, -0.6896], [2.0701, -6.2077, -1.1831], [3.6994, -4.4953, -0.4118], [4.1654, -2.5178, 0.7255], [2.9889, -2.0835, 2.0002], [4.8787, -0.8341, 2.2285], [6.4818, 0.9287, 2.6982], [6.5201, 2.9869, 1.3439], [4.8579, 3.2966, -0.4573], [3.1904, 1.5406, -0.9116], [4.9926, -1.3983, -1.4106], [4.9579, -1.9170, -3.8058], [2.8264, -1.9256, -5.0502], [0.7212, -1.3593, -3.8798], [0.7451, -0.8049, -1.5012], [-4.4903, -2.7535, -1.3927], [-6.6921, -2.5818, -0.3242], [-6.8831, -1.9325, 2.0465], [-4.8464, -1.4977, 3.3687], [-2.6270, -1.7586, 2.3220], [-1.9188, -4.6437, -1.8967], [-1.9199, -4.6202, -4.3388], [-2.1166, -2.4913, -5.5654], [-2.2994, -0.3653, -4.3197], [-2.2124, -0.3798, -1.8525], [-0.7872, 0.2365, 5.1575], [0.3313, -0.4931, 5.4240], [0.8323, -0.8892, 4.2166], [0.0344, -0.4245, 3.2204], [-0.9418, 0.2656, 3.8144], [-1.9848, 0.8507, 3.0254], [-1.9981, 0.6124, 1.7224], [-3.0983, 1.2222, 1.2250], [-3.7694, 1.8442, 2.2425], [-3.0537, 1.6075, 3.3774], [-1.3722, 0.6641, 5.8602], [0.6767, -0.6772, 6.4181], [1.7055, -1.4698, 4.0049], [-3.3574, 1.1607, 0.1884], [-4.6789, 2.4053, 2.2409], [-3.2941, 1.9510, 4.2929], [0.0995, 1.7108, 0.3679], [-0.6108, 2.9929, 0.7103], [0.6545, 4.2908, 0.6501], [0.6705, 5.2272, 1.6712], [1.6244, 6.2318, 1.6499], [2.5269, 6.3089, 0.5999], [2.4805, 5.3815, -0.4295], [1.5486, 4.3589, -0.4027], [-1.4290, 3.4720, -0.8293], [-1.2744, 2.6947, -1.9609], [-1.8932, 3.0909, -3.1358], [-2.6592, 4.2449, -3.1646], [-2.8186, 5.0062, -2.0149], [-2.2071, 4.6186, -0.8345], [-0.0538, 5.1661, 2.4710], [1.6605, 6.9549, 2.4502], [3.2582, 7.1028, 0.5795], [3.1631, 5.4655, -1.2590], [1.5107, 3.6137, -1.1821], [-0.6734, 1.7969, -1.9098], [-1.7620, 2.5084, -4.0332], [-3.1344, 4.5472, -4.0862], [-3.4160, 5.9046, -2.0415], [-2.3079, 5.2024, 0.0698]],
  "mulliken_charge": [2.16, 0.32, 1.90, -1.81, 0.33, -0.69, -0.96, -1.03, -0.10, -0.90, 2.40, 0.15, -0.70, -0.45, -1.04, -0.71, -0.77, -0.05, -0.12, -0.52, -1.13, -0.67, -1.04, 1.41, 0.12, 0.32, -0.47, -1.01, -0.82, -0.56, -0.34, -0.13, -0.24, -1.05, -0.73, -0.83, 0.43, 0.67, 0.65, 0.55, 0.48, 0.53, 0.67, 0.32, 0.47, 0.46, 0.45, 0.47, 0.43, 0.47, 0.48, 0.47, 0.46, -0.61, 0.50, 0.48, 0.44, 0.48, -0.02, 0.48, 0.47, 0.45, 0.40, 0.17, 0.03, -1.09, -0.55, 0.37, -0.69, -0.24, 1.91, -0.58, -1.42, 0.01, 0.18, 0.44, 0.43, 0.60, 0.55, 0.18, -0.51, 0.27, 0.69, -0.29, -0.74, -0.57, -0.75, -0.64, 0.53, 0.19, -1.01, -0.58, -0.74, -0.61, 0.47, 0.43, 0.43, 0.54, 0.38, 0.59, 0.48, 0.43, 0.46, 0.47],
  "lumo_energy_ev": [-7.4, -6.8],
  "s2": 0.805,
  "homo_energy_ha": [-0.488, -0.488],
  "charge": 2,
  "spin_multiplicity": 2
}

Most stable = P

P | {
  "formula": "FNO2",
  "method": "ωB97M-V/def2-TZVPD",
  "species": ["N", "O", "O", "F"],
  "positions_angstrom": [[-0.3270, -0.1027, 0.0023], [-1.2076, -0.8101, -0.0014], [1.9639, -0.1050, -0.0007], [-0.6550, 1.2829, -0.0008]],
  "nbo_charge": [0.52, -0.16, -0.07, -0.29],
  "lumo_energy_ev": [-2.4, -2.4],
  "homo_energy_ha": [-0.448, -0.448]
}

Q | {
  "formula": "FNO2",
  "method": "ωB97M-V/def2-TZVPD",
  "species": ["N", "O", "O", "F"],
  "positions_angstrom": [[0.2269, 0.1425, -0.0118], [1.0781, 0.9013, 0.0061], [-1.8349, 0.1515, 0.0028], [0.5298, -1.1953, 0.0030]],
  "nbo_charge": [0.56, -0.16, -0.17, -0.23],
  "lumo_energy_ev": [-1.9, -1.9],
  "homo_energy_ha": [-0.440, -0.440]
}

Most stable = P